(1)
Molecular formula: C44H33O5P2PdS
Method: DFT, the ωB97M-V functional and the def2-TZVPD basis

The value obtained for the HOMO energy (alpha / beta) is -9.90 / -9.88 eV. Its net charge is +1. As for the spin multiplicity: 3.

Element x y z (Å)
H1 -2.61755 1.39776 4.95271
C1 1.15738 2.96710 -4.19399
H2 0.44597 -5.17974 -5.34021
H3 2.62519 -2.60686 2.89004
C2 -2.55534 0.88047 4.00709
C3 1.97922 2.72610 0.26060
H4 -4.94965 1.02831 -3.99310
C4 -1.44190 -2.71522 -4.00270
C5 0.29743 3.11569 -3.11553
C6 1.43542 1.70533 -4.69826
H5 2.27828 7.57492 2.13584
C7 -0.29272 2.00304 -2.55030
O1 3.44958 6.49486 0.82423
C8 -4.63232 -0.72372 -1.11302
H6 1.52237 -2.26361 -2.38632
H7 1.13884 -6.18763 1.48127
C9 3.95476 4.13485 0.28973
C10 0.18034 -4.33880 -4.72024
C11 0.87215 0.57990 -4.12218
H8 -4.45019 1.58946 3.32004
C12 2.71689 1.19059 3.58817
C13 -1.36826 -0.55477 2.49533
H9 -0.28913 -6.92669 3.34060
O2 -3.25616 -2.76694 0.69554
C14 -2.43639 -0.49152 1.59920
C15 -0.91090 -3.61277 3.51667
C16 -1.43959 0.11675 3.71316
C17 0.62875 -4.12322 1.72024
H10 1.62307 3.83681 -4.63329
O3 2.07586 0.42702 -0.29582
C18 -3.54605 0.27421 1.89632
C19 -3.09851 0.36385 -3.17223
P1 -0.71465 -0.66652 -2.16177
H11 4.72001 0.86955 4.24826
C20 1.13056 -3.79097 -3.86974
H12 0.07756 3.68015 0.65916
C21 -4.47459 0.50352 -3.18004
C22 3.12979 5.19468 0.59223
C23 3.35484 2.89025 0.12827
H13 -2.49321 0.76953 -3.97038
H14 2.07924 7.97546 0.39490
C24 0.79632 -2.70846 -3.08196
C25 1.57402 0.61653 3.06805
C26 -0.47967 -2.14471 -3.17972
H15 -6.31584 0.02740 -2.20029
H16 4.67229 -1.56778 3.78295
C27 1.74184 5.02968 0.71739
C28 1.52627 -0.76109 2.84733
C29 3.82660 0.40495 3.86094
C30 -3.25320 -0.82600 -1.08150
H17 0.09709 4.09439 -2.70484
C31 -5.24010 -0.05473 -2.16648
H18 2.74841 2.25272 3.78211
O4 1.17500 6.23196 1.02283
H19 -1.49776 -2.89572 4.07280
H20 1.22041 -3.76656 0.87186
C32 1.14241 3.80790 0.55974
C33 -1.10462 -3.82164 -4.76410
H21 0.72352 1.23042 2.81298
C34 -0.97888 -4.96196 3.81805
H22 -0.63360 0.02963 4.43023
H23 -1.61649 -5.30338 4.61884
C35 2.23772 7.15876 1.11558
H24 -0.96087 2.10002 -1.70453
S1 -2.35766 -1.70984 0.23552
C36 -0.09285 -3.19764 2.47252
C37 3.79746 -0.95981 3.60456
H25 -5.21357 -1.18364 -0.32686
C38 1.34497 1.38252 0.08843
H26 3.95739 2.02558 -0.10323
H27 -4.37868 0.32955 1.21320
H28 -2.44153 -2.30581 -4.04555
P2 0.10549 -1.47043 1.97663
C39 0.57073 -5.46416 2.04402
C40 2.65311 -1.54492 3.09670
H29 2.12616 -4.20217 -3.81918
H30 5.01912 4.26886 0.19219
Pd1 0.43426 -1.17220 -0.26292
H31 -1.84596 -4.27785 -5.40057
H32 1.10384 -0.40648 -4.50174
H33 2.10101 1.58965 -5.53980
C41 -0.23291 -5.87811 3.09556
O5 0.12536 1.27113 0.34119
C42 -3.58977 0.98033 3.09112
C43 -0.00613 0.73269 -3.05480
C44 -2.48712 -0.32078 -2.12577

Charges in e, computed with Löwdin, in the same order as the atoms: H 0.12; C -0.05; H 0.11; H 0.10; C -0.04; C -0.15; H 0.12; C -0.06; C -0.05; C -0.06; H 0.14; C -0.10; O 0.05; C -0.06; H 0.10; H 0.11; C 0.02; C -0.06; C -0.06; H 0.12; C -0.05; C -0.35; H 0.11; O -0.43; C -0.32; C -0.06; C -0.07; C -0.12; H 0.11; O -0.08; C -0.04; C -0.06; P 1.01; H 0.11; C -0.06; H 0.13; C -0.04; C -0.20; C -0.01; H 0.12; H 0.14; C -0.13; C -0.10; C -0.35; H 0.12; H 0.11; C -0.19; C -0.32; C -0.05; C -0.34; H 0.11; C -0.03; H 0.12; O 0.04; H 0.11; H 0.09; C 0.06; C -0.06; H 0.10; C -0.05; H 0.12; H 0.11; C -0.15; H 0.11; S 0.91; C -0.36; C -0.06; H 0.12; C -0.68; H 0.12; H 0.10; H 0.11; P 1.01; C -0.06; C -0.07; H 0.11; H 0.12; Pd 0.60; H 0.11; H 0.10; H 0.11; C -0.06; O -0.09; C -0.04; C -0.34; C -0.35



(2)
Molecular formula: C44H35BrF5GeN3O2RuS
Method: DFT, the ωB97M-V functional and the def2-TZVPD basis

The value obtained for the HOMO energy (alpha / beta) is -2.95 / -4.41 eV. Its net charge is -1. As for the spin multiplicity: 2.

Element x y z (Å)
H1 -0.49241 4.22473 2.15469
H2 -3.77503 -9.35335 -1.84054
C1 -3.55562 -7.28337 -1.38585
F1 -3.31841 3.16731 -0.01494
C2 -1.75985 -8.88293 -1.24936
C3 -1.75105 -0.23231 3.94685
Br1 -3.88197 -2.22956 -0.29353
H3 -0.64835 -4.06600 -1.11650
H4 -4.59475 -7.06214 -1.60264
C4 -0.49946 0.88359 -0.74916
C5 2.78974 4.92798 -2.91390
Ru1 -2.11043 -0.34135 -0.36084
C6 -2.71527 -6.21947 -0.98041
C7 -0.80553 -2.19419 4.89466
N1 -2.11635 0.08058 1.64447
C8 -1.34629 -3.28359 -0.82966
C9 1.94414 4.51542 -1.89364
Ge1 0.24239 2.69843 -0.36029
H5 3.14571 3.47199 0.27597
C10 3.38042 -0.35720 0.07550
F2 -2.76174 2.67805 -2.06105
H6 2.83668 0.27431 0.76472
C11 -0.92017 -7.86308 -0.82582
C12 4.74115 -1.97237 -1.71613
H7 -0.28909 -3.73661 3.48728
C13 -3.67637 0.92743 -0.75550
H8 3.83800 1.96223 4.21479
F3 -4.75549 0.83542 0.14443
C14 3.36452 -1.82722 -1.80536
F4 -4.84049 2.90007 -1.50861
H9 0.01834 1.43928 2.37585
N2 -0.84374 -2.06202 -0.63254
H10 -4.37468 -4.88887 -0.91551
C15 -1.37775 -6.56121 -0.69110
H11 0.92012 -2.86383 -1.08617
C16 1.16639 -0.86777 -1.03902
C17 -1.33198 -0.93272 5.07545
C18 5.43812 -1.30110 -0.72145
H12 -1.64308 6.33662 2.64354
C19 -0.73214 4.36906 0.02290
H13 1.33141 1.36481 -2.94075
C20 1.40010 3.22864 -1.87281
C21 -1.86489 6.37361 -0.73151
H14 -1.39259 -9.89543 -1.35601
H15 -1.02776 -2.46886 1.50713
H16 2.81514 2.08680 -4.74815
H17 0.11387 -8.08186 -0.58441
H18 1.69529 5.21430 -1.10157
C22 1.45095 2.51346 1.18809
C23 3.10795 4.05585 -3.94650
C24 2.66819 -1.01285 -0.91716
C25 -3.29255 -4.91128 -0.86635
H19 3.22722 -2.98842 -3.32712
C26 -2.67335 -3.67879 -0.70759
C27 -1.22230 5.17468 -1.00390
H20 -0.46926 -2.76229 5.75254
H21 -0.69491 -5.81776 -0.30712
O1 2.63079 -2.48198 -2.76740
H22 3.76612 4.37385 -4.74600
H23 -1.10739 4.86146 -2.03512
C28 -1.64601 -0.77097 2.66206
O2 0.75207 0.22465 -0.30469
H24 3.19776 5.93181 -2.90500
C29 2.76482 2.97545 1.16092
H25 6.51312 -1.41343 -0.65440
C30 -3.09281 -8.57427 -1.52041
C31 -2.02611 6.79415 0.58200
H26 -2.24489 6.97875 -1.54588
C32 1.73085 2.37154 -2.91981
H27 4.63725 3.14911 2.19363
C33 -3.65456 2.42291 -1.08927
C34 -0.88455 4.81577 1.33387
C35 1.02181 1.84617 2.33585
H28 5.29355 0.03483 0.95521
H29 -0.47319 0.85117 -1.85761
C36 -2.55327 1.18759 2.15945
C37 1.86576 1.64700 3.41889
C38 -1.11623 -2.04889 2.49551
H30 0.90495 -0.72990 -2.10303
F5 -4.21702 0.42101 -1.97138
H31 -1.41988 -0.49570 6.06162
C39 3.61707 2.78627 2.24342
C40 -0.70335 -2.74475 3.61199
H32 1.50617 1.10979 4.28887
H33 -2.95872 1.98625 1.56368
C41 -1.53063 6.01309 1.61547
C42 4.75849 -0.49414 0.17718
N3 0.56734 -2.09379 -0.51872
C43 2.57494 2.77578 -3.94732
C44 3.17141 2.12025 3.37551
H34 5.26308 -2.60855 -2.42391
S1 -2.45818 1.34495 3.86916
H35 -2.53128 7.72792 0.79730

Charges in e, computed with Löwdin, in the same order as the atoms: H 0.09; H 0.09; C -0.06; F 0.10; C -0.13; C -0.48; Br 0.89; H 0.10; H 0.10; C -0.38; C -0.10; Ru 0.84; C -0.24; C -0.09; N -0.09; C -0.25; C -0.13; Ge 1.05; H 0.09; C 0.01; F 0.12; H 0.10; C -0.11; C -0.04; H 0.10; C -0.49; H 0.09; F -0.05; C -0.27; F 0.13; H 0.07; N -0.18; H 0.07; C -0.05; H 0.10; C -0.37; C -0.10; C -0.10; H 0.10; C -0.29; H 0.08; C -0.25; C -0.09; H 0.09; H 0.08; H 0.10; H 0.09; H 0.10; C -0.26; C -0.11; C -0.08; C -0.16; H 0.10; C -0.60; C -0.13; H 0.10; H 0.09; O 0.05; H 0.09; H 0.10; C -0.27; O -0.25; H 0.10; C -0.10; H 0.10; C -0.12; C -0.10; H 0.10; C -0.09; H 0.10; C -0.59; C -0.11; C -0.11; H 0.10; H 0.04; C -0.44; C -0.08; C 0.01; H 0.14; F -0.08; H 0.10; C -0.10; C -0.07; H 0.10; H 0.07; C -0.09; C -0.08; N 0.02; C -0.09; C -0.10; H 0.11; S 1.07; H 0.09



Calculated energy (eV), listed in the same order as above: -89286.81315; -208324.36833